No. 1
The following is a DFT calculation (wB97M-V/def2-TZVPD) of 2 unconnected molecules or ions with the total composition C30H53FN2O4PS at a distorted geometry.

Summary:
* F_max: 0.044 Eh/bohr
* charge: -1
* E_tot: -65976.0212 eV

Last column: Löwdin charge in e.
Element x y z (Å)
C 2.57349 -0.13875 1.50157  -0.119
C 1.63249 -1.30920 1.06901  -0.278
C 0.17412 -0.79697 0.88529  -0.258
P -0.99155 -1.52275 -0.47953  0.709
C -1.72530 0.21471 -1.01277  -0.268
C -3.23917 0.43021 -1.21375  -0.239
C -3.47237 1.82449 -1.84491  -0.278
O -3.15119 2.88460 -0.94954  -0.073
C 0.47688 -1.14707 -1.73158  -0.285
C 1.44205 0.06387 -1.78105  -0.211
C 1.18140 1.54880 -1.49683  -0.178
C 0.54619 2.35823 -2.64793  -0.199
O 0.92871 3.74535 -2.46015  -0.205
C -0.10144 4.42060 -1.76758  -0.135
C -1.96742 -2.25315 -2.02788  -0.304
C -1.57175 -3.41291 -2.96906  -0.497
S 0.09981 -4.05219 -3.24268  0.989
C 0.87782 -2.95962 -4.35249  -0.725
N 0.39981 -2.11421 -5.18989  0.059
N 1.50563 -1.50745 -5.76447  0.040
C 2.54578 -2.02647 -5.26645  -0.197
O 2.22289 -2.98589 -4.34362  0.012
C -2.49630 -1.66853 0.73403  -0.215
C -2.66219 -0.78309 1.95325  -0.245
C -2.73635 -1.41557 3.19092  -0.058
C -2.85294 -0.75496 4.37566  -0.066
C -2.88727 0.63176 4.42320  -0.308
C -2.97137 1.30748 5.76365  -0.069
C -2.83569 1.28571 3.22770  -0.055
C -2.72900 0.59095 2.04455  -0.049
C -0.36097 -3.28177 0.06689  -0.328
F -0.22688 -3.37363 1.49812  -0.128
C -1.29789 -4.50933 -0.19928  -0.252
C -1.38852 -5.51822 0.97403  -0.114
H 3.24943 -0.47285 2.30060  0.060
H 2.02451 0.71063 1.91256  0.063
H 3.22168 0.20312 0.69472  0.044
H 1.73557 -2.01115 1.89764  0.084
H 2.11387 -1.79201 0.21426  0.081
H -0.19864 -0.96047 1.90597  0.076
H 0.25925 0.29190 0.84408  0.053
H -1.37691 1.04750 -0.39338  0.062
H -1.32481 0.46500 -2.00307  0.063
H -3.87117 0.44122 -0.32161  0.092
H -3.73138 -0.24183 -1.92637  0.099
H -2.90567 1.85038 -2.78451  0.106
H -4.53430 1.85198 -2.13180  0.108
H -3.93331 3.43938 -0.90513  0.077
H 1.16940 -1.99960 -1.73389  0.042
H 0.05129 -1.19785 -2.74073  0.043
H 2.38757 -0.18060 -1.28531  0.078
H 1.82840 0.10159 -2.81897  0.095
H 0.64855 1.83456 -0.58752  0.090
H 2.16297 2.02707 -1.39755  0.109
H 0.91107 2.00985 -3.61579  0.121
H -0.54230 2.33949 -2.57377  0.083
H 0.24817 5.39493 -1.41552  0.079
H -0.97494 4.58417 -2.41211  0.083
H -0.42472 3.85583 -0.88683  0.079
H -2.98338 -2.51557 -1.69866  0.067
H -2.17543 -1.43674 -2.72148  0.060
H -1.93793 -3.21165 -3.98308  0.066
H -2.15178 -4.30883 -2.74007  0.054
H 3.57289 -1.79768 -5.47855  0.123
H -2.50929 -2.67544 1.17895  0.056
H -3.48987 -1.72752 0.26252  0.083
H -2.68498 -2.50072 3.22349  0.109
H -2.91995 -1.30362 5.31110  0.107
H -3.25133 2.36186 5.69912  0.068
H -3.69757 0.81422 6.41571  0.069
H -2.01374 1.26311 6.29385  0.075
H -2.85869 2.37115 3.19993  0.109
H -2.70617 1.19326 1.14553  0.081
H 0.62615 -3.57206 -0.30427  0.093
H -2.33812 -4.21065 -0.35659  0.088
H -0.96799 -5.13376 -1.03311  0.062
H -1.93644 -6.38321 0.57135  0.064
H -0.41468 -5.89323 1.28593  0.068
H -1.99569 -5.14567 1.79679  0.060
C 5.80188 4.19515 1.33086  -0.177
C 5.34161 3.90871 2.75433  -0.177
C 3.96763 3.29759 2.51705  -0.204
O 4.02995 2.62921 1.25745  -0.155
C 5.22673 3.00458 0.57671  -0.204
H 6.88319 4.28298 1.22600  0.107
H 5.34792 5.12205 0.97142  0.112
H 6.00419 3.17384 3.21890  0.111
H 5.31015 4.79036 3.39418  0.107
H 3.19369 4.07088 2.45540  0.119
H 3.68283 2.58389 3.29148  0.117
H 5.91469 2.15108 0.59925  0.118
H 4.99443 3.23508 -0.46394  0.117

Forces on atoms 1 to 6 (eV/Å):
C 0.22 -0.56 0.09
C 0.89 0.85 0.37
C 0.39 -0.24 1.31
P 1.09 1.97 -0.14
C -0.55 0.30 -0.39
C -0.19 1.27 -0.33

---

No. 2
The following is a DFT calculation (wB97M-V/def2-TZVPD) of a molecular structure, C11H20N6O2Sn at a distorted geometry.

Summary:
* F_max: 0.099 Eh/bohr
* charge: +2
* E_tot: -30577.5072 eV

Last column: Löwdin charge in e.
Element x y z (Å)
Sn -0.57706 -1.48329 -1.65402  1.457
C 0.20372 2.78070 -3.29461  0.011
C -0.13688 1.74165 -4.19676  -0.057
C 0.28019 0.46836 -3.96507  -0.105
C 1.12370 0.11080 -2.78405  -0.274
C 1.40790 1.18934 -1.88140  -0.101
C 0.92492 2.45806 -2.12709  -0.065
H -0.11427 3.83098 -3.55175  0.149
H -0.67758 1.93738 -5.09291  0.117
H -0.17720 -0.33165 -4.57143  0.113
H 1.78015 -0.71827 -2.79330  0.069
H 2.18981 0.94357 -1.05718  0.151
H 1.11087 3.29347 -1.44362  0.123
N 1.22227 -3.31861 -1.41036  -0.013
N 2.23824 -3.09099 -0.35694  0.067
C 1.84182 -2.22911 0.60148  -0.385
N 2.70697 -1.95286 1.58352  0.238
N 0.74972 -1.46272 0.36260  0.038
N 0.24167 -0.68232 1.40054  -0.151
O -1.41474 -0.11724 -0.13113  -0.304
O 0.76882 -0.61466 2.55719  0.019
H 0.76971 -4.20959 -1.11426  0.137
H 1.60628 -3.40379 -2.28088  0.059
H 2.55094 -3.94156 0.07732  0.161
H 3.37909 -2.63611 1.88033  0.141
H 2.27539 -1.35586 2.33080  0.114
C -2.06642 -0.25477 3.24624  0.003
C -1.66714 0.73792 2.04813  -0.484
C -2.93260 1.23723 1.41367  -0.042
C -0.77305 1.88614 2.59442  -0.016
N -0.83074 -0.02199 1.04161  -0.074
H -3.02817 0.08487 3.70466  0.107
H -1.24689 -0.27090 3.97396  0.075
H -2.28405 -1.30414 2.91158  0.102
H -3.44458 1.62057 2.29846  0.102
H -3.40713 0.37688 0.88537  0.102
H -2.75840 2.00311 0.56159  0.130
H -1.45838 2.61115 3.11107  0.118
H -0.33605 2.54544 1.81443  0.098
H -0.04086 1.54278 3.30785  0.069

Forces on atoms 1 to 6 (eV/Å):
Sn -0.13 0.52 0.62
C -0.11 -0.26 -0.32
C 0.57 0.91 0.90
C 0.62 -2.13 1.77
C -1.97 3.09 -1.10
C 1.63 -1.96 0.30

---

No. 3
The following is a DFT calculation (wB97M-V/def2-TZVPD) of a molecular structure, C5H8N2O at a distorted geometry.

Summary:
* F_max: 0.174 Eh/bohr
* E_tot: -10335.5591 eV

Last column: Löwdin charge in e.
Element x y z (Å)
C 0.63137 -1.71623 -0.97599  -0.510
C -0.41315 0.29088 -0.41140  -0.283
C -0.74918 1.28059 0.70061  -0.270
C 0.65898 1.75656 0.91710  -0.020
C 0.69755 0.17223 0.47001  -0.217
H 0.08531 -2.88833 -2.52885  0.184
H -1.23525 -1.61532 -0.19515  0.085
H -0.52600 1.06053 -1.30446  0.190
H -1.87811 1.99408 0.57219  0.199
H -1.11749 0.72819 1.55314  0.083
H 0.99970 1.73746 1.94079  0.097
H 0.89524 2.68401 0.32618  0.131
H 0.20688 -0.45493 1.36590  0.190
N 0.90691 -2.78295 -1.57314  0.101
N -0.68486 -1.15785 -0.83878  0.088
O 1.52210 -1.08891 -0.01817  -0.048

Forces on atoms 1 to 6 (eV/Å):
C -0.19 0.70 3.13
C -1.43 0.53 -3.16
C -8.42 2.48 1.62
C 0.31 -1.66 -0.36
C 2.59 -3.72 0.59
H 2.90 0.28 4.27

---

No. 4
The following is a DFT calculation (wB97M-V/def2-TZVPD) of 2 unconnected molecules or ions with the total composition C13H15IN4O6PS at a distorted geometry.

Summary:
* F_max: 0.108 Eh/bohr
* charge: -1
* E_tot: -60188.5424 eV

Last column: Löwdin charge in e.
Element x y z (Å)
C -2.83588 0.78304 -3.96917  -0.053
C -2.53685 -0.00202 -2.57568  -0.271
C -2.66149 -1.62327 -2.68328  -0.068
N -2.25365 0.63059 -1.43202  0.043
C -0.91839 0.27097 -0.92297  -0.218
C -0.64760 -0.87635 0.16563  -0.537
I -2.34970 -1.96263 1.02384  0.836
C 0.78257 -1.22880 0.65370  -0.325
P 1.26227 -2.51562 1.95830  0.868
O 1.36302 -1.84693 3.53055  -0.292
O 0.28353 -3.92316 1.89822  -0.384
C 1.97791 -0.39832 0.01523  -0.274
N 3.37822 -0.56365 0.32995  -0.259
S 4.23473 0.55808 -0.65689  0.916
N 3.01469 1.38824 -1.52797  -0.254
C 1.80780 0.74828 -1.05470  -0.247
C 0.30667 1.07461 -1.49254  -0.051
C 0.15366 2.28103 -2.55251  -0.139
C -0.42435 3.54248 -1.71435  -0.112
C 0.37756 3.70416 -0.30894  -0.419
N -0.20824 3.35728 0.99336  0.111
O 1.57414 4.11392 -0.38771  -0.013
H -1.84386 0.88718 -4.53739  0.083
H -3.39569 1.76562 -3.81466  0.088
H -3.49907 0.09609 -4.62717  0.073
H -3.21126 -2.08357 -1.79673  0.014
H -1.63036 -2.07096 -2.89574  0.095
H -3.31148 -1.84946 -3.61593  0.074
H 0.83363 -1.01506 3.52650  0.057
H -0.21122 -3.98492 2.76289  0.060
H -0.56691 2.05400 -3.40765  0.076
H 1.15588 2.60522 -3.00586  0.115
H -1.51748 3.25787 -1.44300  0.100
H -0.46858 4.51294 -2.31450  0.116
H 0.50178 2.81562 1.51244  0.096
H -1.01241 2.71074 0.89338  0.079
C 2.37561 -3.78737 6.86623  -0.877
O 1.65557 -3.78845 5.82851  -0.116
O 3.17892 -2.68802 6.90930  0.009
O 2.45721 -4.59856 7.80790  -0.070
H 2.82908 -2.35085 6.06142  0.071

Forces on atoms 1 to 6 (eV/Å):
C -1.27 -1.33 0.55
C -0.37 -0.17 0.82
C 0.05 0.84 -1.40
N 2.34 -0.74 -3.34
C 3.39 -0.50 0.63
C 3.75 1.28 -0.58

---

No. 5
The following is a DFT calculation (wB97M-V/def2-TZVPD) of 9 unconnected molecules or ions with the total composition C2H22O10 at a distorted geometry.

Summary:
* F_max: 0.049 Eh/bohr
* SMILES: OCCO.O.O.O.O.O.O.O.O
* E_tot: -22906.3811 eV

Last column: Löwdin charge in e.
Element x y z (Å)
O -0.77061 -1.48373 2.69133  -0.100
C -1.69817 -0.35491 2.92360  -0.209
C -3.10279 -0.91933 2.65213  -0.213
O -3.19795 -1.22492 1.26220  -0.087
H 0.13580 -1.12512 2.57335  0.027
H -1.65760 -0.02581 3.95131  0.102
H -1.54956 0.58568 2.41161  0.106
H -3.86043 -0.14369 2.87259  0.128
H -3.21900 -1.84474 3.20483  0.116
H -2.87738 -2.08339 1.03272  0.071
O 3.36821 -0.47734 -2.52772  -0.066
H 3.23890 -1.44176 -2.56690  0.052
H 4.25871 -0.40660 -2.93113  0.057
O 1.79798 2.19334 0.57838  -0.114
H 0.94973 2.12216 0.04066  0.048
H 2.45969 2.48633 -0.13170  0.038
O 1.54753 -0.06410 2.18414  -0.034
H 1.58433 0.78452 1.75898  -0.011
H 2.37676 -0.15792 2.64229  0.052
O -1.07598 1.78026 -0.74099  -0.072
H -1.15711 0.89223 -0.31964  0.038
H -0.96221 1.59996 -1.69100  0.012
O -0.46614 0.35071 -3.07336  -0.092
H -0.02418 -0.44854 -2.69581  0.012
H -0.64574 0.17482 -4.01837  0.075
O -2.55242 -1.19073 -1.44035  -0.061
H -2.89486 -0.64560 -0.75871  -0.007
H -2.13197 -0.60740 -2.12879  0.041
O 0.26851 -1.58727 -1.44942  -0.052
H -0.57043 -1.84147 -1.02202  0.047
H 0.84865 -1.50319 -0.68261  0.063
O 3.67454 2.54904 -1.58813  -0.047
H 4.42199 2.36121 -1.00587  0.059
H 3.48320 1.69726 -2.00759  0.021

Forces on atoms 1 to 6 (eV/Å):
O -0.65 1.79 -0.08
C -0.22 -1.82 0.61
C 1.25 0.48 -0.83
O -0.98 1.30 -0.27
H -0.57 0.08 0.07
H 0.14 -0.27 0.77

---

No. 6
The following is a DFT calculation (wB97M-V/def2-TZVPD) of a gas-phase ion, C3HN2O4 (charge +1) at a distorted geometry.

Summary:
* F_max: 0.096 Eh/bohr
* charge: +1
* E_tot: -14281.6837 eV

Last column: Löwdin charge in e.
Element x y z (Å)
C -0.59235 0.08164 -0.21029  -0.217
C -1.65292 0.67308 0.47249  0.116
C 1.85547 0.16238 0.18752  -0.501
N 0.52761 0.03317 0.76193  0.148
N -0.85752 -1.32208 -0.81313  0.104
O 1.41833 1.30893 0.64890  0.206
O -2.67213 0.91879 0.92474  0.421
O 2.63107 -0.37723 -0.48111  0.273
O -0.29144 -2.18610 -0.35112  0.225
H -0.36612 0.70741 -1.13994  0.226

Forces on atoms 1 to 6 (eV/Å):
C 3.83 3.03 0.06
C -4.77 0.19 1.36
C -1.30 0.34 -0.58
N 0.10 0.03 0.24
N -2.45 -1.24 -2.34
O -0.06 -0.29 0.14